14
Properties=species:S:1:pos:R:3 method="wB97M-V/def2-TZVPD" charge=0 multiplicity=1 energy_ev=-8727.9104 smiles=CN(C#N)[C@H]1CN1 homo_lumo_gap_ev=9.2817
C 0.935 1.564 -0.099
C -0.501 -1.908 -0.531
N 0.194 1.383 1.144
C 0.829 0.093 0.077
N -0.372 -0.481 -0.233
C -1.482 0.282 0.120
N -2.620 0.530 0.068
H 0.590 1.918 1.917
H 0.403 2.024 -0.939
H 1.955 1.940 -0.007
H 1.664 -0.557 0.307
H -0.432 -2.485 0.394
H -1.463 -2.107 -1.004
H 0.299 -2.199 -1.213